{"formula": "C27H31ClF3N6O3PdS", "method": "wB97M-V/def2-TZVPD", "symbols": ["Pd", "C", "N", "C", "C", "N", "C", "S", "C", "C", "C", "C", "C", "N", "H", "H", "H", "H", "H", "H", "H", "H", "H", "F", "C", "F", "F", "C", "O", "O", "C", "C", "C", "C", "C", "O", "C", "C", "C", "C", "C", "C", "Cl", "C", "C", "C", "N", "C", "N", "C", "N", "H", "H", "H", "H", "H", "H", "H", "H", "H", "H", "H", "H", "H", "H", "H", "H", "H", "H", "H", "H", "H", "H"], "coordinates": [[-0.01, -0.08, -0.29], [-2.50, -3.69, 2.08], [-1.25, -3.82, 1.34], [-0.31, -4.81, 1.52], [0.72, -4.55, 0.68], [0.39, -3.39, -0.01], [-0.82, -2.95, 0.42], [-1.68, -1.59, -0.15], [1.22, -2.81, -1.01], [1.90, -3.67, -1.85], [2.84, -3.13, -2.72], [3.06, -1.77, -2.70], [2.30, -0.98, -1.86], [1.38, -1.48, -1.02], [-2.64, -4.60, 2.66], [-3.32, -3.57, 1.38], [-2.45, -2.83, 2.74], [-0.45, -5.61, 2.23], [1.65, -5.05, 0.54], [1.69, -4.73, -1.83], [3.38, -3.78, -3.40], [3.79, -1.30, -3.34], [2.41, 0.09, -1.83], [0.20, 4.57, -1.89], [1.12, 3.64, -1.67], [1.92, 4.06, -0.69], [1.87, 3.51, -2.78], [0.47, 2.28, -1.33], [-0.65, 2.01, -1.71], [1.25, 1.50, -0.65], [-6.41, 4.07, 2.25], [-5.78, 3.43, 3.50], [-6.88, 2.61, 4.18], [-5.35, 4.54, 4.46], [-4.56, 2.54, 3.10], [-4.99, 1.36, 2.41], [-3.61, 2.14, 4.25], [-4.16, 1.23, 5.36], [-3.06, 0.41, 5.97], [-2.04, 1.01, 6.71], [-0.99, 0.26, 7.23], [-0.97, -1.11, 7.01], [0.33, -2.05, 7.66], [-1.98, -1.73, 6.30], [-3.01, -0.97, 5.78], [-3.74, 3.28, 2.03], [-2.50, 2.60, 1.69], [-2.32, 1.43, 1.09], [-1.02, 1.16, 1.06], [-0.44, 2.24, 1.65], [-1.31, 3.12, 2.06], [-7.37, 4.51, 2.52], [-6.59, 3.33, 1.47], [-5.79, 4.87, 1.84], [-7.69, 3.28, 4.47], [-6.55, 2.09, 5.07], [-7.33, 1.88, 3.49], [-6.18, 5.24, 4.61], [-4.51, 5.12, 4.08], [-5.07, 4.15, 5.44], [-5.61, 0.88, 2.97], [-3.18, 3.04, 4.69], [-2.78, 1.60, 3.80], [-4.92, 0.55, 4.97], [-4.65, 1.82, 6.14], [-2.06, 2.08, 6.88], [-0.21, 0.73, 7.80], [-1.95, -2.80, 6.16], [-3.81, -1.45, 5.23], [-3.43, 4.27, 2.36], [-4.33, 3.38, 1.12], [-3.13, 0.82, 0.72], [0.62, 2.35, 1.78]], "e_homo_ev": -11.04, "energy_ha": -2887.47080, "charge": 1, "homo_lumo_gap_ev": 7.543, "de_lowest_ev": 0.452, "mol_weight_g_mol": 718.5}



{"formula": "C41H39MoN3P2S2", "method": "wB97M-V/def2-TZVPD", "symbols": ["Mo", "S", "C", "S", "C", "C", "N", "C", "N", "C", "N", "C", "P", "C", "C", "C", "C", "C", "C", "C", "C", "C", "C", "C", "C", "C", "C", "C", "C", "C", "C", "P", "C", "C", "C", "C", "C", "C", "C", "C", "C", "C", "C", "C", "H", "H", "H", "H", "H", "H", "H", "H", "H", "H", "H", "H", "H", "H", "H", "H", "H", "H", "H", "H", "H", "H", "H", "H", "H", "H", "H", "H", "H", "C", "C", "C", "C", "C", "H", "H", "H", "H", "H", "H", "H", "H", "H", "H"], "coordinates": [[-1.41, -0.72, -0.54], [-3.27, -0.24, -2.14], [-3.88, -1.78, -1.63], [-2.71, -2.79, -0.85], [-5.19, -2.17, -1.79], [-6.14, -1.32, -2.42], [-6.92, -0.63, -2.92], [-5.63, -3.44, -1.34], [-6.00, -4.47, -0.97], [0.58, 1.60, 1.08], [1.83, 0.86, 1.06], [1.77, -0.53, 1.44], [0.61, -1.57, 0.41], [1.42, -1.92, -1.18], [2.73, -2.33, -1.40], [3.16, -2.60, -2.69], [2.29, -2.47, -3.77], [0.97, -2.08, -3.56], [0.55, -1.80, -2.28], [0.71, -3.20, 1.23], [0.12, -4.25, 0.54], [0.03, -5.51, 1.12], [0.53, -5.72, 2.40], [1.13, -4.68, 3.08], [1.23, -3.42, 2.51], [3.07, 1.52, 1.16], [4.21, 0.95, 0.58], [5.44, 1.58, 0.66], [5.56, 2.81, 1.29], [4.44, 3.39, 1.87], [3.21, 2.75, 1.81], [-0.20, 1.37, -0.61], [1.21, 2.04, -1.58], [1.56, 3.37, -1.35], [2.68, 3.92, -1.96], [3.47, 3.15, -2.80], [3.11, 1.84, -3.06], [1.99, 1.29, -2.46], [-1.42, 2.69, -0.92], [-1.64, 3.03, -2.25], [-2.66, 3.91, -2.58], [-3.45, 4.46, -1.58], [-3.23, 4.12, -0.25], [-2.22, 3.23, 0.08], [0.73, 2.66, 1.26], [-0.09, 1.20, 1.84], [1.38, -0.63, 2.47], [2.76, -0.97, 1.41], [3.41, -2.45, -0.56], [4.18, -2.91, -2.86], [2.64, -2.68, -4.77], [0.29, -1.98, -4.40], [-0.47, -1.44, -2.13], [-0.29, -4.09, -0.45], [-0.45, -6.31, 0.58], [0.44, -6.69, 2.86], [1.53, -4.84, 4.07], [1.70, -2.62, 3.07], [4.12, 0.01, 0.05], [6.30, 1.13, 0.20], [6.53, 3.31, 1.34], [4.52, 4.33, 2.39], [2.37, 3.21, 2.30], [0.95, 3.99, -0.70], [2.94, 4.96, -1.77], [4.36, 3.57, -3.24], [3.71, 1.23, -3.73], [1.71, 0.27, -2.69], [-1.03, 2.60, -3.03], [-2.84, 4.17, -3.61], [-4.25, 5.14, -1.83], [-3.86, 4.53, 0.52], [-2.06, 2.94, 1.11], [-4.12, -1.20, 2.29], [-2.83, -0.36, 2.33], [-1.75, -1.19, 3.03], [-3.09, 0.92, 3.15], [-2.55, 0.01, 0.90], [-4.41, -1.47, 3.31], [-3.97, -2.12, 1.72], [-4.94, -0.65, 1.84], [-2.14, -1.61, 3.96], [-0.87, -0.59, 3.28], [-1.45, -2.03, 2.39], [-3.31, 0.66, 4.19], [-3.94, 1.47, 2.75], [-2.22, 1.58, 3.14], [-3.29, 0.75, 0.58]], "e_homo_ev": [-7.47, -7.40], "energy_ha": -3297.24944, "charge": 0, "homo_lumo_gap_ev": [7.457, 6.239], "mol_weight_g_mol": 795.8, "spin_multiplicity": 3}



{"formula": "C2H4FNO", "method": "wB97M-V/def2-TZVPD", "symbols": ["O", "N", "C", "C", "F", "H", "H", "H", "H"], "coordinates": [[2.73, 0.11, -0.49], [2.11, -0.32, 0.40], [0.29, -0.16, 0.39], [-1.12, 0.29, -0.46], [-2.02, -0.68, -0.20], [0.28, 0.40, 1.32], [0.14, -1.21, 0.62], [-1.47, 1.23, -0.04], [-0.94, 0.35, -1.53]], "e_homo_ev": -8.99, "smiles": "O=NCCF", "energy_ha": -308.31004, "charge": 0, "homo_lumo_gap_ev": 8.925, "de_lowest_ev": 4.704, "mol_weight_g_mol": 77.1}



{"formula": "C49H35F5IrN5OS3", "method": "wB97M-V/def2-TZVPD", "symbols": ["Ir", "N", "C", "S", "N", "N", "C", "C", "C", "C", "C", "C", "N", "H", "H", "H", "H", "H", "H", "H", "C", "C", "O", "S", "C", "C", "C", "C", "C", "C", "C", "C", "H", "H", "H", "H", "H", "H", "H", "C", "C", "C", "C", "C", "C", "C", "C", "C", "C", "C", "C", "C", "C", "H", "H", "H", "H", "H", "H", "H", "H", "H", "H", "H", "F", "C", "C", "F", "C", "F", "C", "S", "C", "F", "C", "F", "C", "C", "C", "C", "C", "C", "N", "C", "C", "C", "C", "C", "C", "H", "H", "H", "H", "H", "H", "H", "H", "H", "H"], "coordinates": [[0.89, 1.18, -0.27], [-2.78, 0.68, -2.60], [-1.56, 0.48, -2.02], [-0.35, 1.69, -2.43], [-1.38, -0.57, -1.28], [-0.14, -0.77, -0.79], [0.05, -1.86, -0.08], [1.32, -2.29, 0.32], [1.49, -3.12, 1.44], [2.73, -3.36, 1.97], [3.85, -2.73, 1.38], [3.69, -2.01, 0.24], [2.47, -1.86, -0.36], [-2.98, 1.61, -2.90], [-3.56, 0.15, -2.22], [-0.82, -2.44, 0.22], [0.60, -3.52, 1.90], [2.86, -3.98, 2.84], [4.83, -2.84, 1.81], [4.53, -1.56, -0.28], [-3.50, -2.40, 5.84], [-3.50, -2.03, 7.29], [-4.28, -2.44, 8.11], [-2.26, -0.86, 7.82], [-1.33, -0.45, 6.34], [-0.26, -1.25, 5.95], [0.44, -0.96, 4.80], [0.09, 0.15, 4.02], [-0.95, 0.97, 4.46], [-1.66, 0.67, 5.60], [0.73, 0.41, 2.79], [1.22, 0.62, 1.69], [-3.76, -3.46, 5.74], [-2.55, -2.20, 5.36], [-4.28, -1.83, 5.34], [0.01, -2.12, 6.55], [1.26, -1.59, 4.49], [-1.22, 1.84, 3.87], [-2.48, 1.30, 5.92], [0.13, -6.19, -1.63], [1.44, -5.87, -1.33], [1.93, -4.60, -1.59], [1.11, -3.64, -2.19], [-0.20, -3.97, -2.49], [-0.70, -5.23, -2.20], [1.66, -2.34, -2.56], [2.42, -1.57, -1.74], [3.15, -0.41, -2.24], [3.46, 0.69, -1.42], [4.12, 1.79, -1.95], [4.49, 1.82, -3.28], [4.24, 0.72, -4.09], [3.57, -0.38, -3.57], [-0.24, -7.18, -1.45], [2.09, -6.61, -0.89], [2.96, -4.37, -1.35], [-0.84, -3.22, -2.93], [-1.73, -5.47, -2.43], [1.42, -1.97, -3.54], [3.27, 0.64, -0.35], [4.34, 2.63, -1.31], [5.00, 2.68, -3.69], [4.56, 0.72, -5.12], [3.39, -1.23, -4.21], [-5.14, 0.14, -6.60], [-3.86, 0.20, -6.18], [-3.23, 1.43, -6.04], [-3.91, 2.56, -6.32], [-1.92, 1.50, -5.61], [-1.34, 2.70, -5.50], [-1.18, 0.34, -5.27], [0.40, 0.42, -4.65], [-1.85, -0.89, -5.43], [-1.21, -2.03, -5.13], [-3.16, -0.96, -5.88], [-3.76, -2.16, -6.01], [2.87, 5.55, 1.85], [1.68, 5.50, 2.56], [0.64, 4.68, 2.16], [0.77, 3.90, 0.99], [1.98, 3.97, 0.28], [3.01, 4.78, 0.70], [-0.16, 2.99, 0.58], [-1.49, 3.12, 0.85], [-2.13, 4.37, 0.90], [-3.49, 4.46, 1.14], [-4.25, 3.31, 1.31], [-3.64, 2.07, 1.24], [-2.28, 1.97, 1.02], [3.68, 6.18, 2.18], [1.57, 6.09, 3.46], [-0.26, 4.61, 2.75], [2.06, 3.39, -0.64], [3.93, 4.82, 0.13], [-1.55, 5.26, 0.73], [-3.95, 5.43, 1.17], [-5.31, 3.39, 1.50], [-4.23, 1.17, 1.38], [-1.80, 1.00, 0.98]], "e_homo_ev": [-3.75, -3.74], "energy_ha": -4035.34259, "charge": -1, "homo_lumo_gap_ev": [4.548, 4.421], "de_lowest_ev": 2.060, "mol_weight_g_mol": 1093.3, "spin_multiplicity": 2}